# 1
13
Properties=species:S:1:pos:R:3:forces:R:3 method="wB97M-V/def2-TZVPD" total_charge=+2 multiplicity=2 gap_ev="10.986 / 5.947" homo_energy_ev="-21.03 / -20.58"
C 2.4501 -0.3012 -0.1936 -1.2 0.8 2.8
N 1.6624 0.6647 0.1695 2.8 -1.4 -2.8
H 3.4365 -0.0854 -0.6342 -0.2 -0.1 -0.3
H 2.2024 -1.2682 0.2716 0.5 -0.3 -0.8
H 1.7800 1.4457 -0.5036 -1.0 0.8 0.8
H -0.7110 -0.9871 1.6777 0.1 -0.8 -0.3
N -1.9513 0.6526 -0.6611 0.5 0.6 -2.0
C -1.6317 -0.4407 -0.0149 0.8 -0.2 2.2
N -0.5254 -0.7072 0.7044 0.1 1.4 0.9
H -1.8325 1.6343 -0.4017 1.1 -0.4 0.7
H -2.1295 0.6473 -1.6712 -1.3 -0.7 0.4
H -2.3311 -1.2516 0.2319 -0.4 -0.1 -1.2
H 0.4441 -0.1987 0.6683 -1.7 0.3 -0.4

***

# 2
14
Properties=species:S:1:pos:R:3:forces:R:3 method="wB97M-V/def2-TZVPD" total_charge=+1 gap_ev=9.558 homo_energy_ev=-13.66
C -2.5659 0.9979 0.1261 0.4 0.1 -1.7
C -1.8549 -0.2227 0.0344 2.3 0.9 -1.2
N 2.4144 0.7067 -0.1590 0.3 -0.4 1.7
N 2.0054 -0.6701 0.0859 -0.3 1.6 -1.6
N -0.7161 -0.8733 -0.0490 -4.8 -0.6 0.3
O -3.1409 -0.3456 -0.1260 1.0 -1.4 0.1
H 2.7462 -1.3161 -0.0766 0.4 -0.6 -0.3
H -2.7233 1.7747 -0.5997 0.4 -0.3 -0.8
H 3.4127 0.8707 -0.0722 -0.1 -0.5 0.5
H -2.7972 1.3030 1.0524 -0.7 1.1 3.4
H 1.6663 -0.8119 1.0129 0.6 0.5 1.1
H 2.1897 1.1128 -1.0386 -0.8 -0.7 -0.9
H 0.2964 -0.6747 -0.0735 1.0 0.9 -0.2
H -0.9326 -1.8514 -0.1171 0.4 -0.9 -0.3

***

# 3
14
Properties=species:S:1:pos:R:3:forces:R:3 method="wB97M-V/def2-TZVPD" total_charge=+1 gap_ev=8.867 homo_energy_ev=-13.41
C -1.9277 -1.4395 -0.7925 1.7 1.7 1.9
N -2.9995 -1.2205 -1.5516 -2.5 -1.1 -0.2
O -1.2059 -0.4868 -0.3863 -0.7 -1.9 -1.0
H -1.6800 -2.4861 -0.4766 -0.5 0.7 -0.4
H -3.9020 -1.7835 -1.4150 2.2 0.9 -0.6
H -3.1404 -0.2671 -1.8713 0.0 -0.2 0.3
N 1.3561 1.0392 -0.2837 2.9 1.7 4.3
C 2.2680 1.2697 0.7980 -0.9 -0.2 -2.8
N 2.0366 0.7158 1.9982 -1.3 0.0 -2.4
H 0.4163 0.9153 0.1252 0.0 -0.6 -1.5
H 1.5531 1.4178 -1.2278 -0.5 -0.1 1.2
H 3.2162 1.9201 0.6772 -1.5 -1.5 -0.1
H 2.8236 0.2759 2.4311 0.5 0.3 0.8
H 1.1856 0.1297 1.9751 0.6 0.2 0.5

***

# 4
14
Properties=species:S:1:pos:R:3:forces:R:3 method="wB97M-V/def2-TZVPD" total_charge=+1 gap_ev=9.673 homo_energy_ev=-14.41
C -2.4167 -1.5145 -0.4900 0.2 0.2 0.0
N -1.1582 -1.6743 -0.5163 -0.2 0.0 0.0
H -3.0562 -2.2651 -0.0534 -0.2 -0.4 -0.4
H -2.8534 -0.6089 -0.8983 0.1 0.2 0.5
H -0.4892 -0.8553 -0.6394 -0.2 -0.2 -0.8
H -0.7816 -2.6057 -0.3685 0.1 0.2 0.7
N 0.5719 0.5171 -1.0278 0.1 0.2 0.1
C 0.8652 0.7675 0.3786 0.4 0.1 0.0
N 1.8031 1.7172 0.6339 0.2 -0.4 0.0
O 0.2354 0.1709 1.2131 -0.2 0.0 0.1
H 1.4079 0.2850 -1.5574 0.1 -0.1 0.1
H 0.2393 1.3925 -1.4290 -0.1 -0.1 -0.1
H 2.0765 1.8084 1.6023 -0.1 0.0 0.0
H 2.5741 1.8062 -0.0107 -0.2 0.3 -0.1

***

# 5
15
Properties=species:S:1:pos:R:3:forces:R:3 method="wB97M-V/def2-TZVPD" total_charge=+1 gap_ev="8.135 / 7.533" homo_energy_ev="-13.49 / -13.19"
C 0.2306 -1.1662 -0.2167 0.3 1.7 -1.1
C -0.5348 -1.6611 0.9481 1.8 1.6 0.5
N 0.5252 0.1355 -0.1870 -0.1 -3.2 0.3
N 1.2528 0.9300 -0.9574 0.7 -0.7 0.5
N -0.8189 -0.6470 1.9326 -0.1 0.2 0.1
O -0.1822 2.1775 -1.2448 -0.9 -1.7 2.0
S 0.0519 2.8635 -2.5165 0.6 2.7 -2.4
H 0.5114 -1.8911 -1.0371 -0.1 1.3 0.8
H -1.3241 -2.2227 0.6123 -2.3 -1.4 -1.0
H 0.1597 -2.3667 1.3475 0.5 -0.8 0.8
H 1.4352 0.4104 -1.8219 -0.2 0.2 -0.3
H 0.2167 0.5279 0.6991 0.2 0.5 0.4
H -0.9046 -1.0930 2.8817 -0.5 1.5 -1.5
H -1.4663 0.1184 1.5978 0.4 -1.7 1.3
H 0.8474 3.8846 -2.0377 -0.2 -0.1 -0.6

***

# 6
14
Properties=species:S:1:pos:R:3:forces:R:3 method="wB97M-V/def2-TZVPD" total_charge=+1 multiplicity=3 gap_ev="9.004 / 5.936" homo_energy_ev="-11.91 / -12.97"
C -0.8539 0.0933 0.4057 0.4 0.0 -2.6
C -0.9673 -0.2331 -0.9166 -0.7 -3.5 -0.9
N -0.7035 -2.1119 0.9732 0.0 -4.9 -3.6
N -0.7309 -0.8763 1.2472 -0.5 1.6 9.1
N -0.7932 0.5448 -1.9224 0.2 4.2 -0.4
S 2.5673 1.5702 0.7280 1.1 1.0 1.2
H -0.6247 1.0602 0.6960 0.0 1.8 0.9
H -1.1507 -1.2759 -1.2532 0.1 0.7 1.0
H -0.8327 -2.8862 1.6453 0.1 1.6 0.5
H 2.7879 0.9029 -0.3849 0.6 -0.2 -0.5
H -0.8145 -0.6333 2.3066 0.4 0.0 -2.3
H -0.7136 1.5829 -1.7271 0.0 -1.6 -1.0
H -1.0596 0.2083 -2.8230 0.1 0.2 -0.7
H 3.8892 2.0543 1.0253 -1.8 -0.9 -0.8

***

# 7
14
Properties=species:S:1:pos:R:3:forces:R:3 method="wB97M-V/def2-TZVPD" gap_ev=8.240 homo_energy_ev=-7.35
C -1.1285 -0.4976 -1.1026 0.0 -0.1 2.1
C 0.5277 0.3140 -0.0446 0.9 0.1 -1.3
N 1.0004 1.5296 0.5055 -0.3 -0.5 -0.1
N 1.3934 -0.7544 0.2910 -0.1 0.1 0.1
N -1.1188 -0.2177 0.5878 -0.6 0.1 -1.3
N -0.0700 0.3555 -1.2942 0.6 0.8 0.5
H 1.6718 -0.8116 1.2614 -0.1 0.1 0.0
H 2.0115 1.5657 0.4892 0.0 -0.1 0.2
H 0.6252 2.3094 -0.0205 -0.1 -0.2 -0.1
H 1.0391 -1.6410 -0.0400 0.2 0.0 -0.1
H -1.3095 -0.9589 1.2663 -0.1 0.1 -0.1
H -1.6363 0.6307 0.8118 -0.1 -0.2 0.0
H -2.0535 -0.2321 -1.6292 0.0 -0.2 0.2
H -0.9524 -1.5915 -1.0818 -0.3 -0.1 -0.2

***

# 8
14
Properties=species:S:1:pos:R:3:forces:R:3 method="wB97M-V/def2-TZVPD" multiplicity=3 gap_ev="3.840 / 6.505" homo_energy_ev="-2.85 / -8.85"
C -0.4346 -0.7007 1.1984 -1.5 -2.6 -0.3
C -0.3757 1.6421 0.3573 -1.3 -0.5 1.4
N 0.4801 -0.5643 -2.0291 -2.0 -1.0 -5.1
N 0.9619 -1.3984 -0.9867 1.9 -5.5 0.5
N 0.6878 0.0586 -0.7500 -3.1 4.6 2.3
N -0.3988 0.1998 0.0701 3.7 1.6 0.0
H -0.5689 -1.7778 0.7249 0.1 2.1 1.1
H 0.5372 -0.7370 1.7261 -0.6 0.3 0.0
H -1.3401 -0.3990 1.7881 1.1 -0.5 -0.1
H -0.3489 2.1225 -0.5764 -0.8 0.9 -1.2
H -1.1817 1.8510 1.0652 -0.3 0.4 -0.6
H 0.5149 2.0228 0.8391 0.7 -0.7 0.4
H -0.5093 -0.9649 -2.3132 2.0 1.5 1.4
H 1.9763 -1.3546 -1.1137 0.1 -0.6 0.1

***

# 9
15
Properties=species:S:1:pos:R:3:forces:R:3 method="wB97M-V/def2-TZVPD" total_charge=+2 gap_ev=10.967 homo_energy_ev=-18.41
C 1.4357 -0.7621 0.1478 -0.2 0.2 -0.6
C -2.8492 -0.1424 0.2880 0.9 0.5 3.5
N -2.4943 -0.2096 1.4128 -0.8 -0.2 -2.0
N 0.6139 0.1668 -0.2196 -1.6 -0.5 0.7
N 2.7096 -0.7355 0.4762 -2.2 -3.5 0.7
N -2.9815 0.1375 -0.9420 -2.3 0.6 -2.9
O 1.1939 1.5625 -0.0660 -3.1 0.8 2.8
H 0.8310 -1.6647 0.0266 0.8 -0.4 0.3
H 1.7038 1.4725 -0.8289 1.5 1.6 -3.0
H -2.5767 -0.6242 2.3425 -0.2 0.1 -0.4
H 3.2417 -1.5725 0.6586 -0.3 -0.3 0.1
H 3.2472 0.0056 0.3033 2.5 3.8 -0.5
H -2.6269 -0.6262 -1.5622 -0.5 1.0 0.2
H -3.8202 0.7900 -1.3647 2.6 -2.1 1.6
H 0.3272 2.1814 -0.0812 2.9 -1.5 -0.5

***

# 10
17
Properties=species:S:1:pos:R:3:forces:R:3 method="wB97M-V/def2-TZVPD" gap_ev=9.312 homo_energy_ev=-8.78
C 0.7396 -1.7094 -0.0519 0.1 1.5 -2.0
C 0.4241 0.7527 0.3315 0.2 -0.8 0.6
N -0.8820 0.9173 0.3216 1.1 0.2 -0.1
N 1.2480 1.8407 0.3087 -4.1 -0.3 0.9
N -3.1313 0.6150 -0.9233 0.5 4.3 3.6
N 1.1419 -0.4108 0.4779 0.5 -1.5 0.4
O -2.0788 -1.3684 0.4842 -0.6 -0.4 0.1
O 2.5535 -0.2913 0.4090 0.0 0.7 -0.4
S -2.3122 0.0645 0.6111 1.2 1.0 -2.2
H 1.5038 -2.0567 -0.8087 -1.0 0.8 0.3
H 0.7665 -2.4493 0.6784 -0.4 -1.2 1.6
H 0.6831 2.6025 0.1006 -0.7 1.9 -0.2
H 2.1668 1.9149 0.1129 3.3 -0.6 -0.8
H -2.7942 0.2384 -1.7367 1.4 -2.2 -2.3
H -2.7107 1.6463 -1.0297 -1.5 -2.6 0.6
H -0.2860 -1.5238 -0.4214 0.7 -0.9 -0.1
H 2.9680 -0.7826 1.1360 -0.7 0.1 0.1

***

# 11
15
Properties=species:S:1:pos:R:3:forces:R:3 method="wB97M-V/def2-TZVPD" gap_ev=8.996 homo_energy_ev=-8.16
C -0.5816 1.6096 2.2216 -1.0 0.4 1.4
C 0.0053 0.0982 0.4887 0.9 -0.4 0.2
H -1.2185 0.8341 2.7014 0.5 0.5 -0.5
H -0.1825 2.2049 3.0498 0.3 -0.1 -0.2
H -1.2537 2.2827 1.6602 0.3 -0.4 -0.1
H 1.1230 1.7102 1.0832 -0.5 -1.0 0.3
H 1.9556 -0.6082 0.3606 -0.6 0.1 -0.2
H 0.7369 -1.8830 -2.0143 -0.1 0.0 -0.2
H -2.4046 -0.1758 -1.1871 -0.3 -0.3 -0.1
H -2.3772 -1.4531 -0.1677 -0.3 -0.1 -0.1
N 0.4824 0.9908 1.4709 0.2 0.3 -0.5
N 1.0406 -0.6993 -0.0878 -0.6 0.9 -0.3
N -1.2498 0.0351 0.3119 0.5 1.3 0.5
N -1.7947 -0.8005 -0.6746 0.4 -0.9 -0.4
S 1.1081 -0.6151 -1.8057 0.4 -0.3 0.3

***

# 12
15
Properties=species:S:1:pos:R:3:forces:R:3 method="wB97M-V/def2-TZVPD" total_charge=+1 gap_ev="8.739 / 8.736" homo_energy_ev="-14.36 / -14.36"
C 0.3085 -1.1088 -0.2859 0.3 1.1 -0.9
C 1.0049 1.2147 -0.7744 0.6 0.3 1.6
N 1.0533 -0.0823 -0.6691 -0.3 -1.2 0.3
N -1.0464 -0.9439 -0.4493 -3.5 2.1 3.4
N 0.8147 -2.3244 -0.0609 0.2 0.7 0.3
N 0.6254 2.0403 0.2034 1.8 2.0 -1.9
N -1.4040 0.5703 0.8697 3.4 -1.8 -3.7
H 1.4793 1.6137 -1.6411 0.3 0.5 -0.6
H -1.7756 -1.6004 -0.0045 2.1 0.7 -0.8
H 1.8133 -2.4043 0.1325 -0.6 -0.3 -0.4
H 0.1926 -3.1193 -0.1132 0.4 0.0 0.3
H 0.8157 3.0583 0.3715 0.0 -1.6 -1.1
H 0.0352 1.6075 0.8233 -1.3 -1.1 2.5
H -2.1288 0.2927 1.4199 -2.8 -1.7 1.9
H -1.7881 1.1860 0.1781 -0.5 0.3 -0.7

***

In the order shown, the computed relative energy (zero: lowest compared OMol25 entry of this formula, charge and spin) values come out to 71.0, 115.1, 39.8, 33.3, 111.2, 30.1, 61.1, 89.6, 63.2, 0.0, 13.9, 79.6 kcal/mol.
In the order shown, the computed calculated total energy values come out to -244.406608, -320.141116, -320.261122, -320.271524, -718.257959, -643.040260, -299.933397, -299.620753, -374.477559, -848.576019, -698.146538, -354.429946 Eh.